# C27H25F10N5OSbSe4V

A structure of composition C27H25F10N5OSbSe4V in a non-equilibrium geometry (the ωB97M-V functional and the def2-TZVPD basis, the Open Molecules 2025 dataset).

## Properties
Total charge   0
⟨S²⟩   2.1157
Multiplicity   3
Kohn-Sham gap (spin up / spin down)   5.4 / 5.2 eV
Relative energy (zero: lowest compared OMol25 entry of this formula, charge and spin)   68.99 kcal/mol

CARTESIAN COORDINATES (ANGSTROEM)
V (-0.6836, 1.0378, -0.6849)
C (-3.2758, 3.0643, 0.1089)
N (-2.8878, 1.7979, -0.5377)
C (-3.1966, 1.8865, -1.9784)
C (-2.4169, 0.9023, -2.8437)
N (-0.9889, 0.9480, -2.5483)
C (-0.1385, 0.6816, -3.6144)
C (-0.5690, 0.0113, -4.7763)
F (-1.7717, -0.5928, -4.7998)
C (0.2119, -0.1259, -5.9089)
F (-0.2944, -0.7411, -6.9770)
C (1.5111, 0.3370, -5.9324)
F (2.2586, 0.2123, -7.0265)
C (2.0281, 0.8996, -4.7798)
F (3.2962, 1.2861, -4.7336)
C (1.2230, 1.0577, -3.6701)
F (1.8125, 1.5743, -2.5935)
C (-3.6162, 0.7333, 0.1845)
C (-3.0147, -0.6383, -0.0529)
N (-1.5868, -0.4410, -0.1537)
C (-0.7500, -1.3647, -0.6790)
C (0.6077, -1.0485, -0.8702)
F (1.0787, 0.1586, -0.3830)
C (1.5407, -1.8779, -1.4603)
F (2.7824, -1.4441, -1.6029)
C (1.1678, -3.1351, -1.8817)
F (2.0442, -3.9536, -2.4471)
C (-0.1444, -3.5310, -1.6623)
F (-0.5208, -4.7524, -2.0083)
C (-1.0669, -2.6816, -1.0874)
F (-2.2939, -3.1677, -0.8751)
H (-4.3663, 3.1610, 0.1342)
H (-2.8960, 3.0889, 1.1294)
H (-2.8784, 3.9207, -0.4286)
H (-4.2704, 1.7558, -2.1592)
H (-2.9231, 2.8899, -2.3035)
H (-2.8084, -0.1130, -2.7269)
H (-2.6052, 1.1973, -3.8770)
H (-3.5359, 0.9635, 1.2467)
H (-4.6772, 0.7409, -0.0872)
H (-3.2858, -1.2977, 0.7757)
H (-3.4254, -1.0843, -0.9592)
C (2.8286, -2.5081, 1.4436)
C (3.0447, -1.5083, 2.5759)
N (2.2919, -1.8475, 3.7745)
C (2.7242, -3.0186, 4.5420)
C (1.7396, -4.1804, 4.4764)
C (1.3052, -1.0878, 4.3024)
O (0.7263, -1.3660, 5.3420)
C (0.9044, 0.1724, 3.5809)
C (1.0861, 1.3955, 4.2179)
C (0.5620, 2.5351, 3.6357)
C (-0.1163, 2.4080, 2.4351)
N (-0.2622, 1.2494, 1.7871)
C (0.2212, 0.1567, 2.3803)
H (3.3900, -2.1994, 0.5606)
H (1.7691, -2.5820, 1.1861)
H (3.1737, -3.5023, 1.7294)
H (2.7626, -0.5085, 2.2539)
H (4.1085, -1.4740, 2.8282)
H (2.8449, -2.7120, 5.5824)
H (3.6956, -3.3233, 4.1530)
H (0.7779, -3.8742, 4.8811)
H (2.1118, -5.0140, 5.0734)
H (1.6002, -4.5266, 3.4512)
H (1.6243, 1.4358, 5.1562)
H (0.6824, 3.5144, 4.0758)
H (-0.5533, 3.2819, 1.9742)
H (0.0589, -0.7880, 1.8687)
Se (1.0121, 6.4582, -2.3748)
Sb (0.0995, 5.5019, -0.3390)
Se (1.4181, 5.8621, 1.6641)
Se (-2.0185, 6.6908, 0.0042)
Se (-0.2875, 3.0430, -0.6908)

---

# C27H25MnN8O7S

A structure of composition C27H25MnN8O7S (the ωB97M-V functional and the def2-TZVPD basis, the Open Molecules 2025 dataset).

## Properties
Total charge   0
⟨S²⟩   6.0694
Multiplicity   5
Kohn-Sham gap (spin up / spin down)   6.8 / 7.4 eV
Relative energy (zero: lowest compared OMol25 entry of this formula, charge and spin)   0.00 kcal/mol

CARTESIAN COORDINATES (ANGSTROEM)
Mn (0.9597, 0.8170, 0.6031)
O (2.1380, 2.1770, 1.0670)
C (2.6291, 3.0396, 0.2015)
C (2.8188, 4.3733, 0.6007)
C (3.3456, 5.3027, -0.2694)
C (3.7188, 4.9432, -1.5687)
C (3.5604, 3.6328, -1.9679)
C (3.0061, 2.6744, -1.1083)
C (2.9091, 1.2974, -1.5351)
N (2.2364, 0.4152, -0.8974)
N (2.3084, -0.8897, -1.3112)
C (1.8525, -1.6746, -0.3574)
O (1.4803, -1.2673, 0.7898)
C (1.7616, -3.1281, -0.6643)
C (1.5632, -4.0260, 0.3792)
C (1.4072, -5.3791, 0.1179)
C (1.4495, -5.8400, -1.1910)
C (1.6544, -4.9467, -2.2350)
C (1.8109, -3.5944, -1.9747)
H (2.5332, 4.6408, 1.6095)
H (3.4760, 6.3254, 0.0623)
H (4.1443, 5.6752, -2.2413)
H (3.8673, 3.3228, -2.9608)
H (3.4634, 0.9655, -2.4098)
H (1.5223, -3.6428, 1.3903)
H (1.2417, -6.0724, 0.9328)
H (1.3186, -6.8947, -1.3970)
H (1.6845, -5.3059, -3.2559)
H (1.9605, -2.8843, -2.7763)
C (-3.1960, 2.5957, 1.8425)
N (-2.3274, 3.2213, 0.8532)
C (-2.7780, 4.1761, 0.0054)
C (-2.0087, 4.6599, -0.9909)
C (-0.7021, 4.0991, -1.1196)
N (-0.2864, 3.1309, -0.3239)
C (-1.0841, 2.6727, 0.6411)
O (-0.7082, 1.7442, 1.4013)
N (0.1500, 4.5351, -2.0559)
H (-4.0978, 3.1946, 1.9411)
H (-2.6835, 2.5413, 2.7995)
H (-3.4543, 1.5915, 1.5069)
H (-3.7845, 4.5269, 0.1848)
H (-2.3717, 5.4293, -1.6542)
H (-0.0777, 5.3223, -2.6335)
H (1.0999, 4.1909, -2.0457)
N (0.7545, -2.1969, 3.7816)
C (0.3095, -0.9946, 3.3911)
N (-0.9742, -0.9280, 2.9934)
S (1.2941, 0.3724, 3.4236)
H (0.2275, -3.0343, 3.5889)
H (1.7399, -2.2726, 3.9593)
H (-1.4727, -1.7731, 2.7605)
H (-1.2767, -0.0569, 2.5849)
O (-2.4122, 0.9340, -0.9575)
C (-1.6862, -0.0315, -0.7413)
O (-0.4234, -0.0234, -0.5339)
C (-2.2966, -1.4151, -0.6704)
C (-3.4884, -1.7100, -1.3198)
C (-4.0528, -2.9750, -1.2183)
C (-3.4604, -3.9403, -0.4185)
C (-2.3003, -3.6025, 0.2559)
C (-1.6795, -2.3766, 0.1172)
N (-1.7303, -4.5701, 1.2006)
O (-1.0961, -4.1195, 2.1448)
O (-1.9343, -5.7479, 1.0175)
H (-3.9604, -0.9324, -1.9060)
H (-4.9680, -3.2067, -1.7460)
H (-3.8880, -4.9248, -0.2961)
H (-0.7364, -2.1625, 0.6039)

---

# C27H25N2O3PRe

A structure of composition C27H25N2O3PRe in a non-equilibrium geometry (the ωB97M-V functional and the def2-TZVPD basis, the Open Molecules 2025 dataset).

## Properties
Total charge   0
⟨S²⟩   0.7577
Multiplicity   2
Kohn-Sham gap (spin up / spin down)   6.6 / 6.7 eV
Relative energy (zero: lowest compared OMol25 entry of this formula, charge and spin)   11.07 kcal/mol

CARTESIAN COORDINATES (ANGSTROEM)
Re (0.1998, 0.1953, -0.1225)
N (0.0366, 0.1123, 2.2583)
C (-0.0553, 1.5312, 2.6500)
C (1.0611, 2.2726, 1.9219)
O (1.8079, 3.0265, 2.5169)
N (1.1350, 1.9194, 0.6118)
C (2.3874, 2.1574, -0.0795)
C (3.0725, 0.7725, -0.3271)
O (4.2551, 0.7216, -0.5863)
O (2.2421, -0.2204, -0.2574)
H (-0.7264, -0.4307, 2.6454)
H (0.9025, -0.2904, 2.6040)
H (0.0500, 1.6914, 3.7223)
H (-1.0192, 1.9188, 2.3188)
H (3.0605, 2.7915, 0.4897)
H (2.2214, 2.5901, -1.0702)
C (-3.0164, 5.4215, -0.5576)
C (-1.7263, 4.9502, -0.7486)
C (-1.4600, 3.5949, -0.6339)
C (-2.4836, 2.7003, -0.3247)
C (-3.7792, 3.1778, -0.1402)
C (-4.0403, 4.5336, -0.2569)
P (-2.0884, 0.9198, -0.3321)
C (-3.3369, 0.1458, 0.7362)
C (-3.6844, 0.7194, 1.9593)
C (-4.5029, 0.0338, 2.8442)
C (-4.9830, -1.2262, 2.5153)
C (-4.6450, -1.7992, 1.2975)
C (-3.8205, -1.1211, 0.4133)
C (-2.4738, 0.4746, -2.0526)
C (-3.7212, 0.5638, -2.6156)
C (-3.8931, 0.2928, -3.9837)
C (-2.8142, -0.0314, -4.7610)
C (-1.5148, -0.1132, -4.2113)
C (-0.3836, -0.4224, -5.0046)
C (0.8540, -0.5021, -4.4315)
C (1.0195, -0.3175, -3.0441)
C (-0.0409, 0.0012, -2.2185)
C (-1.3351, 0.1248, -2.8248)
H (-3.2265, 6.4801, -0.6371)
H (-0.9246, 5.6379, -0.9842)
H (-0.4560, 3.2192, -0.7786)
H (-4.5857, 2.4948, 0.0974)
H (-5.0493, 4.8999, -0.1162)
H (-3.3277, 1.7104, 2.2152)
H (-4.7714, 0.4852, 3.7908)
H (-5.6194, -1.7616, 3.2078)
H (-5.0254, -2.7780, 1.0352)
H (-3.5402, -1.5712, -0.5314)
H (-4.5756, 0.8528, -2.0141)
H (-4.8804, 0.3544, -4.4232)
H (-2.9441, -0.2352, -5.8175)
H (-0.5154, -0.5946, -6.0662)
H (1.7238, -0.7330, -5.0340)
H (2.0132, -0.4378, -2.6301)
C (-0.3987, -1.8921, 0.0019)
H (0.5267, -2.4722, 0.0752)
H (-0.9600, -2.2744, -0.8523)
H (-0.9915, -2.1015, 0.8991)

---

# C27H25N2O3PRe

A structure of composition C27H25N2O3PRe (the ωB97M-V functional and the def2-TZVPD basis, the Open Molecules 2025 dataset).

## Properties
Total charge   0
⟨S²⟩   3.7727
Multiplicity   4
Kohn-Sham gap (spin up / spin down)   7.7 / 7.8 eV
Relative energy (zero: lowest compared OMol25 entry of this formula, charge and spin)   3.68 kcal/mol

CARTESIAN COORDINATES (ANGSTROEM)
Re (-0.1997, 0.2424, 0.2880)
N (0.0943, -1.5657, -1.1344)
C (-1.1561, -2.3591, -1.1799)
C (-1.7958, -2.3480, 0.2084)
O (-2.3962, -3.3347, 0.5973)
N (-1.5582, -1.2181, 0.9335)
C (-1.3482, -1.4193, 2.3611)
C (0.1845, -1.3802, 2.6281)
O (0.6576, -1.8332, 3.6384)
O (0.8787, -0.7970, 1.6568)
H (0.8220, -2.0920, -0.6561)
H (0.4494, -1.3357, -2.0558)
H (-1.8245, -1.9181, -1.9161)
H (-0.9790, -3.3980, -1.4531)
H (-1.7987, -0.6245, 2.9607)
H (-1.7424, -2.3738, 2.7053)
C (-5.1340, 4.1323, 0.4568)
C (-5.1034, 3.7991, -0.8905)
C (-4.0838, 3.0020, -1.3847)
C (-3.0794, 2.5408, -0.5336)
C (-3.1218, 2.8677, 0.8192)
C (-4.1474, 3.6626, 1.3100)
P (-1.7187, 1.5324, -1.1832)
C (-2.5402, 0.4756, -2.4066)
C (-2.0251, 0.2814, -3.6832)
C (-2.6095, -0.6565, -4.5264)
C (-3.7012, -1.3970, -4.0985)
C (-4.2206, -1.2006, -2.8236)
C (-3.6413, -0.2701, -1.9777)
C (-0.5894, 2.5882, -2.1133)
C (-0.9963, 3.5707, -2.9785)
C (-0.0423, 4.2798, -3.7317)
C (1.2863, 3.9770, -3.6106)
C (1.7349, 2.9731, -2.7204)
C (3.1081, 2.6565, -2.5807)
C (3.4974, 1.6940, -1.6960)
C (2.5424, 1.0166, -0.9038)
C (1.1921, 1.2785, -0.9866)
C (0.7845, 2.2689, -1.9370)
H (-5.9346, 4.7505, 0.8417)
H (-5.8801, 4.1534, -1.5557)
H (-4.0797, 2.7233, -2.4315)
H (-2.3596, 2.4935, 1.4846)
H (-4.1770, 3.9084, 2.3634)
H (-1.1733, 0.8616, -4.0176)
H (-2.2095, -0.8058, -5.5210)
H (-4.1494, -2.1293, -4.7572)
H (-5.0665, -1.7822, -2.4822)
H (-4.0276, -0.1333, -0.9742)
H (-2.0489, 3.8032, -3.0868)
H (-0.3669, 5.0590, -4.4088)
H (2.0223, 4.5137, -4.1980)
H (3.8346, 3.1923, -3.1799)
H (4.5469, 1.4520, -1.5826)
H (2.9018, 0.2878, -0.1828)
C (0.0658, 1.9485, 1.5681)
H (-0.5438, 1.9052, 2.4796)
H (-0.0906, 2.9271, 1.1067)
H (1.1085, 1.9116, 1.8945)